Record 1
{
  "formula": "C35H27Ge2N5O16SY",
  "method": "ωB97M-V with the def2-TZVPD basis set",
  "e_above_lowest_ev": 0.000,
  "gap_ev": [5.65, 7.83],
  "spin_multiplicity": 2,
  "s2": 0.773,
  "total_charge": -2,
  "e_lumo_ev": [3.5835, 3.5834],
  "energy_ha": -7417.85117,
  "e_homo_ev": [-2.06, -4.25],
  "species": ["H", "H", "C", "C", "C", "C", "C", "C", "H", "C", "H", "H", "Ge", "O", "H", "O", "C", "C", "C", "H", "O", "O", "C", "H", "H", "C", "C", "C", "C", "N", "H", "N", "C", "Y", "H", "H", "C", "C", "N", "H", "H", "H", "O", "N", "C", "O", "O", "H", "H", "H", "O", "H", "O", "H", "O", "O", "O", "H", "C", "Ge", "C", "C", "H", "O", "C", "C", "C", "C", "O", "C", "H", "C", "C", "C", "H", "O", "H", "S", "O", "C", "H", "N", "H", "C", "C", "C", "C"],
  "coordinates": [[20.071, 5.051, 15.978], [11.748, 12.045, 13.708], [14.145, 11.191, 19.889], [20.382, 6.852, 15.001], [11.069, 11.618, 12.964], [10.771, 7.887, 10.699], [19.597, 5.968, 15.695], [9.824, 11.304, 13.465], [10.897, 14.342, 7.110], [13.509, 12.161, 17.709], [11.914, 14.024, 9.278], [16.380, 12.531, 12.848], [13.172, 11.700, 10.826], [14.503, 9.885, 21.778], [15.082, 12.516, 14.086], [22.598, 7.452, 14.586], [15.523, 13.092, 13.276], [12.788, 12.104, 8.881], [13.322, 12.138, 16.167], [11.396, 12.542, 5.261], [16.569, 5.090, 16.652], [14.884, 8.231, 13.634], [19.954, 8.154, 14.654], [12.184, 8.828, 9.378], [13.200, 12.000, 21.628], [11.489, 13.456, 7.273], [9.079, 10.726, 11.263], [12.676, 8.310, 12.699], [12.017, 13.214, 8.542], [17.584, 5.633, 17.039], [11.204, 7.722, 14.072], [18.314, 9.860, 14.531], [11.403, 7.846, 13.018], [15.300, 9.521, 15.714], [11.864, 14.559, 12.256], [9.641, 11.427, 14.531], [18.642, 8.578, 14.931], [8.855, 10.781, 12.626], [14.977, 10.373, 20.767], [8.357, 10.266, 10.637], [10.524, 10.786, 9.751], [12.169, 13.626, 17.736], [19.116, 10.653, 14.090], [21.837, 6.554, 14.931], [10.365, 10.952, 10.804], [22.292, 5.447, 15.210], [17.044, 10.250, 14.664], [9.528, 7.099, 12.256], [16.216, 14.935, 11.167], [12.755, 10.588, 5.897], [16.723, 7.915, 16.325], [15.842, 14.005, 13.708], [12.699, 13.075, 15.664], [10.069, 7.830, 9.881], [16.136, 10.264, 20.399], [13.806, 11.109, 15.512], [13.211, 8.620, 15.034], [20.620, 8.873, 14.184], [13.252, 12.039, 20.495], [14.263, 13.672, 11.874], [13.025, 11.200, 7.867], [11.981, 8.470, 10.403], [14.854, 15.511, 10.219], [17.992, 5.604, 18.181], [12.922, 8.741, 11.372], [12.484, 12.902, 19.773], [12.660, 12.983, 18.416], [12.888, 14.816, 12.636], [14.853, 10.172, 17.896], [11.378, 11.418, 11.584], [13.118, 15.872, 12.511], [15.298, 14.647, 10.603], [18.330, 6.385, 16.035], [12.535, 11.390, 6.588], [7.839, 10.610, 13.000], [11.296, 13.684, 21.625], [13.482, 10.246, 8.070], [14.316, 9.775, 10.937], [10.851, 14.414, 19.680], [13.636, 8.368, 13.866], [12.874, 14.619, 13.685], [11.500, 13.732, 20.420], [15.677, 13.972, 9.832], [17.828, 7.665, 15.725], [10.474, 7.522, 12.026], [14.204, 11.141, 18.443], [11.799, 12.499, 6.264]],
  "atomic_forces_ev_per_a": [[-0.2, -0.5, 0.4], [0.3, -0.2, -0.5], [-1.1, 0.9, -0.4], [1.0, 1.1, 0.0], [0.7, 0.3, -0.3], [-0.1, -0.5, 0.8], [0.1, 0.0, 0.0], [0.1, -0.3, 0.3], [-0.1, 0.0, -0.3], [-0.4, -1.2, 0.3], [-0.3, -0.5, 0.0], [-0.5, 0.4, 0.3], [-0.2, 0.9, -0.3], [0.0, 0.1, 0.0], [-0.2, -0.2, -0.2], [-0.6, 0.2, 0.0], [-0.2, -0.9, -0.9], [-0.2, -0.4, 0.5], [0.7, -0.6, -0.1], [-0.1, 0.4, 0.0], [-0.1, -0.3, 0.1], [-1.0, 0.3, 0.4], [-0.1, -0.3, 0.0], [-0.2, -0.2, 0.6], [-0.2, 0.1, -1.6], [1.1, -1.5, -0.3], [0.7, -0.8, 1.2], [-0.4, 0.4, 0.0], [0.2, 1.5, 0.2], [-0.7, -0.2, -0.4], [-0.1, -0.3, 0.1], [-2.4, -1.3, 1.2], [0.0, -0.7, -0.6], [-0.6, -0.5, 0.1], [0.9, 0.4, 0.2], [0.0, 0.0, -0.2], [1.2, -1.4, 0.1], [-1.3, 0.9, -0.1], [0.7, 0.1, -1.2], [-0.7, 0.0, -0.7], [0.2, 0.0, -0.3], [-1.0, 0.9, 0.0], [1.9, 1.4, -1.0], [0.6, 0.2, -0.6], [-0.9, 0.2, -1.4], [-1.1, 0.0, 0.2], [0.0, 0.0, 0.3], [-0.7, -0.2, 0.3], [-0.6, 0.1, -0.3], [-0.2, 0.2, -0.4], [-0.6, 1.3, -0.4], [0.7, 1.0, 0.5], [0.3, -0.5, 0.0], [-0.3, -0.4, 0.1], [-0.3, -0.2, 0.6], [-0.5, 2.3, 0.9], [-0.1, -0.7, -0.6], [-0.1, -0.3, 0.1], [0.7, -1.0, 2.9], [-0.3, -1.3, 0.9], [-0.2, -0.5, 0.3], [0.3, 0.5, -1.0], [-0.8, 1.2, -0.8], [0.3, 0.0, 0.0], [0.6, -0.4, 1.0], [0.0, 0.4, 0.4], [0.6, -0.3, -1.5], [-1.0, -0.2, -0.6], [-0.1, 0.5, -0.2], [0.5, 0.4, 1.9], [-0.1, 0.1, -0.3], [2.3, -1.0, 0.5], [1.5, 0.4, -0.4], [0.5, -0.4, 0.1], [0.4, -0.2, 0.0], [0.5, -0.3, 0.3], [0.5, -0.1, 0.2], [0.1, -0.2, 0.2], [-1.1, 1.4, -0.9], [1.3, 0.6, -0.2], [-0.1, -0.2, 0.9], [0.1, -0.7, 0.3], [-0.2, 0.2, -0.2], [-0.5, -0.2, 0.6], [0.9, 1.2, -0.9], [1.3, -1.3, -0.3], [-1.0, 0.9, 0.4]],
  "mulliken_spin": [0.01, 0.00, 0.00, -0.05, 0.00, 0.00, 0.09, 0.00, 0.00, 0.00, 0.00, 0.00, 0.00, 0.00, 0.01, -0.01, -0.01, 0.00, 0.00, 0.00, 0.00, 0.00, 0.20, 0.00, 0.00, 0.00, 0.00, 0.00, 0.00, 0.00, 0.00, 0.33, 0.00, 0.01, 0.00, 0.00, -0.10, 0.00, 0.00, 0.00, 0.00, 0.00, 0.34, 0.00, 0.00, 0.00, 0.05, 0.00, 0.00, 0.00, 0.02, 0.00, 0.00, 0.00, 0.00, 0.00, 0.00, 0.03, 0.00, 0.00, 0.00, 0.00, 0.00, 0.00, 0.00, 0.00, 0.00, 0.00, 0.01, 0.00, 0.00, 0.00, -0.03, 0.00, 0.00, 0.00, 0.00, 0.00, 0.00, 0.00, 0.00, 0.00, 0.00, 0.07, 0.00, 0.00, 0.00]
}

---

Record 2
{
  "formula": "C5H6N2O2",
  "method": "ωB97M-V with the def2-TZVPD basis set",
  "smiles": "CC(=O)Nc1ncco1",
  "e_above_lowest_ev": 1.582,
  "gap_ev": 10.03,
  "total_charge": 0,
  "e_lumo_ev": 0.7022,
  "energy_ha": -454.07608,
  "e_homo_ev": -9.32,
  "species": ["O", "H", "N", "H", "C", "C", "C", "H", "C", "N", "O", "H", "H", "H", "C"],
  "coordinates": [[2.217, 0.279, 2.066], [-3.448, -0.198, -1.368], [-1.960, -0.038, 0.243], [2.214, 0.006, -0.915], [-2.477, -0.062, -1.093], [2.119, -0.877, -0.062], [-0.675, 0.133, 0.115], [3.011, -1.236, 0.031], [1.585, -0.080, 1.075], [0.285, 0.294, 1.040], [-0.280, 0.334, -1.226], [0.013, 0.955, 1.764], [-1.302, 0.097, -3.128], [1.336, -1.687, -0.205], [-1.483, 0.116, -2.015]],
  "atomic_forces_ev_per_a": [[-0.1, -0.4, -1.1], [-2.6, -0.4, 0.0], [0.4, -0.2, -1.1], [-0.7, -2.8, 1.6], [4.0, 0.6, 0.0], [-6.1, 3.7, -2.6], [-1.8, 0.3, -4.3], [5.2, -2.1, 1.2], [2.1, 0.3, 2.1], [-1.4, 1.2, 1.1], [-1.7, -1.1, 0.1], [0.3, -0.5, 0.2], [-0.5, 0.1, 1.7], [1.1, 1.0, -0.8], [1.7, 0.3, 1.9]],
  "nbo_charge": [-0.59, 0.21, -0.47, 0.25, -0.10, -0.67, 0.64, 0.22, 0.68, -0.65, -0.47, 0.43, 0.23, 0.23, 0.04]
}

---

Record 3
{
  "formula": "C4H11S",
  "method": "ωB97M-V with the def2-TZVPD basis set",
  "e_above_lowest_ev": 1.017,
  "gap_ev": [10.24, 7.06],
  "spin_multiplicity": 2,
  "s2": 0.753,
  "total_charge": 0,
  "e_lumo_ev": [0.9440, -1.8322],
  "energy_ha": -557.08967,
  "e_homo_ev": [-9.30, -8.89],
  "species": ["H", "H", "H", "H", "H", "C", "H", "C", "H", "H", "S", "C", "H", "H", "C", "H"],
  "coordinates": [[-0.786, 1.106, 2.832], [1.935, 0.883, -0.573], [-3.156, 0.675, 1.387], [-0.704, 1.136, 0.805], [-2.348, -0.617, 0.414], [-0.961, 0.591, 1.779], [-2.565, -0.953, 2.218], [-2.349, -0.112, 1.452], [3.138, 0.578, -1.849], [-0.250, -0.287, 1.861], [0.138, -1.494, -0.872], [1.043, -0.365, -2.018], [1.503, -1.043, -2.822], [0.281, 0.287, -2.479], [2.278, 0.202, -1.337], [2.803, -0.587, -0.798]],
  "atomic_forces_ev_per_a": [[-1.0, -0.5, -2.6], [0.3, 0.6, 0.3], [0.6, -1.1, 0.4], [0.1, -0.1, 1.9], [0.4, 0.8, 1.6], [0.5, -1.6, -0.1], [0.0, 1.6, -1.2], [-0.2, -0.2, 0.2], [-0.2, 0.9, -1.3], [-0.4, 1.0, -0.3], [0.4, 0.4, -0.7], [0.8, -1.9, -1.0], [-1.3, 0.6, 0.7], [0.8, 0.0, 0.2], [-0.3, -0.3, 1.6], [-0.5, -0.4, 0.3]],
  "nbo_charge": [0.22, 0.21, 0.20, 0.21, 0.22, -0.64, 0.21, -0.62, 0.22, 0.21, 0.09, -0.57, 0.24, 0.23, -0.64, 0.22]
}

---

Record 4
{
  "formula": "C3H7N",
  "method": "ωB97M-V with the def2-TZVPD basis set",
  "smiles": "C=NCC",
  "e_above_lowest_ev": 1.057,
  "gap_ev": 10.66,
  "total_charge": 0,
  "e_lumo_ev": 1.2091,
  "energy_ha": -173.20325,
  "e_homo_ev": -9.45,
  "species": ["C", "H", "H", "H", "H", "H", "H", "C", "H", "C", "N"],
  "coordinates": [[-0.783, 0.112, 1.249], [-1.712, -0.405, 0.983], [-0.159, -0.796, 1.591], [-1.188, 0.797, 1.952], [0.801, 1.306, 0.138], [-0.773, 1.502, -0.464], [1.973, -0.629, -0.712], [-0.192, 0.719, -0.078], [1.082, -1.565, -2.147], [1.008, -0.844, -1.355], [-0.058, -0.197, -1.157]],
  "atomic_forces_ev_per_a": [[0.2, -2.6, -2.3], [0.0, -0.1, -0.5], [-0.6, 2.0, 0.1], [0.8, 0.9, 0.9], [-1.2, -1.4, -0.1], [-1.4, 1.0, -0.1], [-1.6, -0.5, -1.1], [2.4, 1.2, 2.0], [0.0, -0.3, -0.3], [1.3, 1.5, 1.8], [0.1, -1.7, -0.4]],
  "nbo_charge": [-0.63, 0.21, 0.21, 0.23, 0.15, 0.20, 0.13, -0.24, 0.18, -0.04, -0.40]
}